Here is C19H49NO10PRb as an isolated structure from the Open Molecules 2025 dataset. Energies are from ωB97M-V/def2-TZVPD.

E_LUMO (spin up / spin down) = 2.01 / 1.30 eV
gap between HOMO and LUMO (spin up / spin down) = 0.2803 / 0.2413 Eh
maximum force = 4.27 eV Å⁻¹
net charge = -1
multiplicity = 2

Each line ends with the Löwdin charge.
Atoms and positions in Å:
Rb (-0.56256, -0.74846, -0.65886)  1.019
P (-1.77377, -2.34357, -3.06193)  0.040
O (-2.74135, -1.84545, -1.92855)  -0.495
O (-1.01068, -3.51824, -2.47708)  -0.304
O (-0.62385, -1.29588, -3.50555)  -0.358
O (-2.64395, -2.68170, -4.32071)  -0.185
C (4.83239, 0.86950, -0.31083)  -0.009
C (3.90431, -0.11051, 0.55219)  -0.456
C (4.62937, -0.52716, 1.87119)  -0.129
C (4.91714, 0.65101, 2.88643)  -0.168
C (3.52789, 1.13864, 3.23908)  -0.163
C (2.57197, 1.61501, 2.07423)  -0.424
N (2.65531, 0.65881, 0.90036)  -0.117
O (1.68544, 0.91650, -0.04329)  -0.089
C (1.12865, 1.74768, 2.65943)  -0.042
C (2.89972, 3.07968, 1.73068)  -0.042
C (3.74999, -1.38106, -0.18309)  -0.046
H (4.94247, 1.82511, 0.20180)  0.058
H (4.40840, 1.22190, -1.25112)  0.077
H (5.77879, 0.36004, -0.49218)  0.080
H (4.02241, -1.25061, 2.41554)  0.119
H (5.58379, -1.03393, 1.72849)  0.110
H (5.55348, 1.45009, 2.50611)  0.104
H (5.26905, 0.12099, 3.77149)  0.107
H (3.75545, 1.89399, 3.99125)  0.112
H (2.98559, 0.40094, 3.83052)  0.112
H (0.50382, 2.22830, 1.90664)  0.060
H (0.77384, 0.75244, 2.92722)  0.090
H (0.93856, 2.44784, 3.47290)  0.086
H (3.89368, 3.34343, 2.09205)  0.073
H (2.91194, 3.35154, 0.67519)  0.077
H (2.21542, 3.77894, 2.21116)  0.078
H (3.51671, -1.22382, -1.23616)  0.099
H (3.10328, -2.15470, 0.23084)  0.076
H (4.70892, -1.89720, -0.22951)  0.089
H (2.00088, 1.78967, -0.28758)  0.084
C (1.52992, -4.66131, 1.04553)  -0.113
C (0.78105, -4.91130, -0.20468)  -0.310
O (0.60834, -3.58331, -0.72663)  -0.179
H (1.12531, -3.83932, 1.63604)  0.080
H (2.49929, -4.29962, 0.70262)  0.056
H (1.77291, -5.54076, 1.64187)  0.069
H (-0.19377, -5.29034, 0.10219)  0.111
H (1.17912, -5.58674, -0.96193)  0.117
H (-0.18868, -3.57517, -1.26170)  -0.070
C (-4.94371, -3.63645, 1.27364)  -0.070
C (-4.58655, -2.15637, 0.91838)  -0.308
O (-3.20645, -1.96915, 0.70178)  -0.127
H (-4.08055, -4.14606, 1.70184)  0.070
H (-5.40030, -4.14237, 0.42295)  0.062
H (-5.69247, -3.80786, 2.04699)  0.051
H (-4.70453, -1.59565, 1.84562)  0.094
H (-5.22787, -1.61192, 0.22528)  0.097
H (-3.14790, -1.96432, -0.25642)  -0.017
C (-2.78196, 2.09345, 1.84775)  -0.066
C (-2.20392, 2.89494, 0.73391)  -0.355
O (-1.30661, 2.11544, 0.02812)  -0.138
H (-3.58310, 2.59133, 2.39402)  0.079
H (-1.90113, 1.90906, 2.46275)  0.064
H (-3.10151, 1.09929, 1.53531)  0.079
H (-1.69231, 3.81328, 1.02202)  0.116
H (-3.03909, 3.21049, 0.10860)  0.099
H (-1.86669, 1.59471, -0.55218)  -0.008
C (-5.21117, 2.10286, -1.70776)  -0.059
C (-4.44089, 0.74821, -1.69426)  -0.301
O (-3.05066, 0.86373, -1.65677)  -0.129
H (-6.21787, 2.19161, -2.11615)  0.066
H (-4.61364, 2.75631, -2.34341)  0.072
H (-5.23415, 2.34772, -0.64586)  0.059
H (-4.55515, 0.14920, -2.59772)  0.121
H (-4.94194, 0.15485, -0.92943)  0.092
H (-2.83699, -0.03627, -1.91356)  -0.007
C (0.29239, 3.24470, -3.45860)  -0.080
C (-0.27777, 1.84811, -3.57441)  -0.297
O (0.36841, 0.98934, -4.57171)  -0.115
H (-0.31094, 3.91688, -2.84846)  0.068
H (0.27793, 3.69532, -4.45099)  0.067
H (1.31655, 3.25852, -3.08580)  0.067
H (-1.34044, 1.71789, -3.77904)  0.112
H (-0.04109, 1.32422, -2.64833)  0.062
H (0.15845, 0.09295, -4.29969)  -0.004